This record from OMol25 describes a cluster of 2 separate species, C4H5ClO2 in total. The level of theory is wB97M-V/def2-TZVPD.

The geometry in XYZ format:
```
12
Properties=species:S:1:pos:R:3:forces:R:3:mulliken_charge:R:1
C -0.540 2.242 0.107 0.524 -0.675 0.643 0.109
C -0.031 1.126 0.815 -1.365 -4.640 -4.621 0.004
C -0.092 -0.539 -0.405 -0.420 7.471 3.585 0.477
C 0.470 -1.680 0.228 1.608 -2.058 -0.621 -1.093
O -0.385 3.368 0.539 -0.324 0.839 -0.341 -0.565
O -0.759 -0.382 -1.521 1.483 -2.763 -0.902 -0.365
Cl 1.031 1.013 2.067 0.697 -0.132 0.776 -0.161
H -1.113 1.959 -0.800 0.090 0.351 0.112 0.273
H 0.400 -2.518 -0.508 -0.412 -0.210 1.050 0.388
H -0.026 -1.774 1.232 0.458 -0.394 -0.994 0.281
H 1.603 -1.635 0.396 -1.515 0.589 -0.005 0.297
H -0.558 -1.180 -2.150 -0.825 1.621 1.319 0.355
```
Forces are in eV/Å.

Results
orbital gap (alpha / beta): 7.22 / 6.21 eV
ΔE to the lowest compared entry with this formula, charge and spin: 445.4 kJ/mol

---

This record from OMol25 describes a structure of composition C6H13N2S. The level of theory is wB97M-V/def2-TZVPD.

The geometry in XYZ format:
```
22
Properties=species:S:1:pos:R:3:forces:R:3:mulliken_charge:R:1
C 2.008 -0.004 -0.036 0.374 -0.538 -1.084 0.195
C 0.781 -1.483 0.279 -0.968 -2.366 1.608 -0.236
C 3.167 0.946 -0.097 -3.078 0.417 -0.588 -0.831
C -2.195 -0.090 0.974 -0.388 2.862 -0.138 -1.188
C -2.103 -0.010 -1.560 -1.061 2.549 -0.729 -1.299
C -1.523 0.444 -0.258 2.300 -0.840 -0.448 0.750
N 1.463 -0.582 1.090 -1.619 -0.030 -2.402 -0.186
N 1.473 -1.035 -0.810 0.439 0.875 -0.754 -0.144
S -0.138 1.417 -0.388 -1.695 0.686 1.007 -0.095
H 0.414 -2.536 0.579 0.628 2.056 -0.794 0.305
H 4.088 0.445 -0.294 0.833 -0.134 0.358 0.322
H 2.926 1.303 0.932 1.592 0.856 -0.710 0.271
H 2.948 1.696 -0.930 0.565 -0.618 1.428 0.258
H -1.543 -0.015 1.855 -0.319 -0.470 -0.313 0.367
H -2.586 -1.072 0.716 -0.197 0.094 0.556 0.334
H -3.011 0.717 1.123 0.580 -1.643 0.090 0.376
H -2.028 -1.053 -1.717 -0.030 -1.098 -0.180 0.348
H -3.181 0.282 -1.454 0.535 -0.617 -0.146 0.371
H -1.810 0.586 -2.479 0.212 -0.826 1.166 0.409
H 1.914 -0.716 1.925 0.888 -0.366 2.527 0.216
H 1.274 -1.080 -1.804 -0.047 -0.001 0.298 0.226
H -0.268 2.122 0.809 0.458 -0.849 -0.753 0.231
```
Forces are in eV/Å.

Results
charge: +1
orbital gap (alpha / beta): 6.92 / 6.78 eV
ΔE to the lowest compared entry with this formula, charge and spin: 494.9 kJ/mol

---

This record from OMol25 describes a structure of composition C42H40N2O2Pb. The level of theory is wB97M-V/def2-TZVPD.

The geometry in XYZ format:
```
87
Properties=species:S:1:pos:R:3:forces:R:3:mulliken_charge:R:1
Pb 0.330 0.132 -0.136 -1.009 -0.580 -0.283 2.203
O -0.437 1.713 -1.203 0.180 0.065 0.178 -0.576
C -1.897 1.783 -1.204 0.388 -0.082 0.262 1.565
C -2.399 2.114 0.213 -0.058 -0.108 0.090 -1.781
C -2.244 1.150 1.381 0.000 0.214 -0.240 0.340
C -3.095 1.288 2.467 0.041 -0.028 -0.003 -1.052
C -2.874 0.550 3.618 0.080 0.002 -0.084 -1.005
C -1.791 -0.316 3.670 -0.048 -0.007 -0.027 -0.828
C -0.987 -0.454 2.558 0.293 -0.260 0.005 0.277
C 0.263 -1.303 2.583 -0.150 0.326 0.250 -1.498
C 1.561 -0.438 2.569 0.268 -0.121 -0.619 3.744
O 1.855 -0.016 1.198 0.227 0.401 0.145 -0.835
C 1.393 0.765 3.481 -0.087 -0.054 0.010 -0.505
C 1.103 2.031 2.986 0.014 -0.020 0.015 -0.322
C 0.859 3.089 3.853 -0.008 -0.020 0.041 -1.049
C 0.901 2.887 5.223 -0.012 0.037 -0.016 -0.510
C 1.197 1.626 5.724 0.011 -0.012 0.037 -1.060
C 1.444 0.572 4.859 -0.087 0.029 0.019 -0.202
C 2.798 -1.265 2.895 0.060 -0.047 0.099 -0.515
C 2.818 -2.654 2.785 -0.129 0.126 0.074 -0.298
C 3.979 -3.363 3.053 0.177 0.048 0.026 -1.149
C 5.140 -2.689 3.405 -0.034 -0.047 -0.014 -0.421
C 5.137 -1.302 3.487 0.029 -0.069 -0.042 -0.992
C 3.976 -0.595 3.228 -0.169 -0.007 0.000 -0.412
N -1.246 0.245 1.431 -0.075 0.203 0.080 0.913
C -2.468 0.494 -1.779 -0.069 -0.023 -0.076 0.250
C -2.013 0.078 -3.032 0.093 0.113 -0.034 0.005
C -2.513 -1.062 -3.633 -0.047 -0.008 -0.006 -0.976
C -3.500 -1.808 -2.995 -0.028 0.017 0.018 -0.611
C -3.984 -1.390 -1.768 0.008 -0.045 -0.036 -1.000
C -3.471 -0.245 -1.164 0.005 -0.034 0.103 -0.302
C -2.249 2.976 -2.094 -0.094 -0.002 -0.091 -0.364
C -3.542 3.094 -2.598 -0.045 -0.098 0.016 -0.228
C -3.905 4.190 -3.362 0.012 0.065 -0.030 -0.965
C -2.975 5.183 -3.641 0.023 -0.030 0.021 -0.541
C -1.687 5.071 -3.143 -0.043 0.032 -0.025 -0.843
C -1.325 3.976 -2.369 0.121 0.000 0.081 -0.377
H -1.903 3.047 0.499 0.036 -0.033 0.023 0.669
H -3.459 2.364 0.149 0.002 0.004 -0.031 0.661
H -3.909 1.996 2.402 0.001 0.000 0.037 0.619
H -3.521 0.669 4.476 -0.009 -0.002 -0.003 0.486
H -1.550 -0.868 4.567 -0.041 -0.001 0.003 0.582
H 0.238 -1.891 3.499 0.066 -0.021 -0.006 0.821
H 0.296 -2.007 1.748 -0.071 -0.020 -0.001 0.276
H 1.095 2.216 1.919 0.037 0.003 -0.014 0.439
H 0.649 4.074 3.457 0.005 -0.002 -0.010 0.489
H 0.718 3.711 5.900 0.000 -0.002 0.003 0.454
H 1.248 1.468 6.793 0.002 -0.009 0.000 0.473
H 1.688 -0.404 5.262 0.019 -0.007 -0.020 0.456
H 1.927 -3.205 2.514 0.004 -0.020 0.018 0.376
H 3.978 -4.444 3.000 -0.017 -0.002 -0.027 0.445
H 6.044 -3.244 3.618 -0.003 0.006 0.016 0.439
H 6.041 -0.775 3.761 -0.004 0.013 -0.004 0.432
H 3.973 0.485 3.297 0.009 0.005 0.030 0.474
H -1.307 0.708 -3.562 0.013 -0.028 0.020 0.729
H -2.174 -1.350 -4.621 0.021 -0.002 0.008 0.491
H -3.911 -2.688 -3.472 0.005 -0.002 0.002 0.490
H -4.775 -1.943 -1.279 -0.007 0.006 -0.004 0.491
H -3.890 0.061 -0.213 0.005 0.032 -0.015 0.455
H -4.276 2.320 -2.402 -0.002 -0.015 0.006 0.362
H -4.913 4.272 -3.746 -0.005 -0.029 0.010 0.441
H -3.254 6.037 -4.241 -0.005 0.001 0.004 0.428
H -0.960 5.845 -3.351 0.015 -0.013 0.007 0.443
H -0.319 3.907 -1.978 -0.020 -0.014 0.002 0.415
C 1.895 0.370 -3.319 0.073 -0.186 -0.004 -0.869
N 2.745 -0.858 -3.333 -0.076 -0.021 -0.047 0.042
C 2.450 -1.694 -4.541 0.070 0.154 0.165 -0.791
C 2.665 -1.644 -2.026 0.100 0.136 -0.107 -1.846
C 1.372 -2.379 -1.819 -0.013 -0.063 0.109 0.369
C 1.272 -3.692 -2.281 0.022 0.018 0.017 -0.423
C 0.129 -4.445 -2.063 0.014 0.000 -0.021 -1.085
C -0.930 -3.901 -1.357 -0.058 0.022 0.059 -0.922
C -0.848 -2.604 -0.865 0.076 0.035 -0.123 -0.342
C 0.293 -1.850 -1.106 0.062 0.099 -0.041 0.782
H 2.076 0.928 -4.235 -0.064 0.026 0.002 0.452
H 2.175 0.980 -2.462 -0.027 0.057 -0.025 0.299
H 0.854 0.057 -3.265 -0.001 0.079 0.019 0.327
H 3.716 -0.554 -3.416 0.014 0.005 0.058 0.382
H 1.400 -1.970 -4.508 0.002 -0.045 -0.059 0.367
H 3.083 -2.576 -4.516 -0.015 -0.019 -0.059 0.367
H 2.667 -1.091 -5.419 -0.031 -0.059 -0.047 0.354
H 2.875 -0.919 -1.236 -0.023 -0.064 0.068 0.460
H 3.502 -2.340 -2.065 -0.032 -0.036 0.046 0.628
H 2.113 -4.145 -2.794 -0.004 0.012 -0.003 0.508
H 0.076 -5.461 -2.430 0.000 0.001 0.001 0.470
H -1.821 -4.488 -1.175 0.006 0.009 0.013 0.540
H -1.683 -2.193 -0.311 0.009 0.015 -0.019 0.515
```
Forces are in eV/Å.

Results
charge: +2
orbital gap: 6.98 eV
ΔE to the lowest compared entry with this formula, charge and spin: 0.0 kJ/mol

---

This record from OMol25 describes an isolated molecule of C2H4NP. The level of theory is wB97M-V/def2-TZVPD.

The geometry in XYZ format:
```
8
Properties=species:S:1:pos:R:3:forces:R:3:mulliken_charge:R:1
P -0.030 -0.185 -1.574 0.450 0.152 -0.530 -0.122
C -0.634 -0.097 0.178 0.012 -2.408 -0.110 0.195
C 0.155 0.447 1.304 -2.011 -0.082 -1.901 -0.319
N -0.738 1.184 0.817 -0.056 1.549 1.133 -0.442
H 0.502 -1.475 -1.390 0.154 -0.130 -0.195 0.040
H 1.303 0.481 -1.667 -1.197 -0.536 0.736 0.041
H -1.488 -0.890 0.335 1.627 1.534 -0.153 0.266
H 0.930 0.535 1.996 1.022 -0.078 1.019 0.341
```
Forces are in eV/Å.

Results
orbital gap: 10.06 eV
ΔE to the lowest compared entry with this formula, charge and spin: 207.6 kJ/mol

---

This record from OMol25 describes the ion C3H3N2O2 with charge +1. The level of theory is wB97M-V/def2-TZVPD.

The geometry in XYZ format:
```
10
Properties=species:S:1:pos:R:3:forces:R:3:mulliken_charge:R:1
O -0.522 -2.163 -1.792 -0.093 -0.733 -0.364 -0.153
C 0.034 -1.213 -1.538 -1.414 -0.918 0.039 0.734
N 0.657 -0.179 -1.362 1.643 2.580 -0.122 -0.248
C 0.642 0.820 -0.516 2.422 -1.936 0.701 0.096
C -0.241 0.718 0.592 -0.511 2.684 0.726 -0.475
N -0.296 -0.672 1.064 0.577 -2.540 0.747 0.138
O -0.518 -0.756 2.202 -0.036 -0.180 0.302 -0.211
H 1.607 1.351 -0.341 -0.964 0.303 -1.079 0.361
H -0.116 1.422 1.426 -0.003 -0.072 -0.422 0.438
H -1.246 0.672 0.266 -1.620 0.812 -0.528 0.321
```
Forces are in eV/Å.

Results
charge: +1
orbital gap (alpha / beta): 7.58 / 7.58 eV
ΔE to the lowest compared entry with this formula, charge and spin: 389.0 kJ/mol

---

This record from OMol25 describes a cluster of 2 separate species, C4H11O in total. The level of theory is wB97M-V/def2-TZVPD.

The geometry in XYZ format:
```
16
Properties=species:S:1:pos:R:3:forces:R:3:mulliken_charge:R:1
C -0.848 -1.028 2.240 0.409 -0.930 -0.090 -0.198
O -2.152 -0.763 2.158 0.000 0.011 -0.277 -0.872
H -0.298 -0.436 3.007 0.314 0.348 -0.028 0.148
H -0.224 -0.995 1.286 -0.266 0.618 0.130 -0.208
H -0.539 -2.092 2.525 -0.436 -0.001 0.253 0.153
C 0.830 1.491 -0.426 0.000 0.013 1.028 -1.181
C -0.196 0.706 -1.247 0.634 -0.004 0.119 -0.195
C 0.275 -0.739 -1.521 0.472 0.949 0.219 -1.124
H 1.771 1.710 -0.930 0.011 0.027 -0.153 0.334
H 0.418 2.403 0.020 -0.078 0.280 -0.705 0.324
H 1.056 0.970 0.514 0.136 -0.474 -0.347 0.293
H -1.096 0.758 -0.639 -0.388 -0.293 -0.409 0.303
H -0.284 1.178 -2.228 -0.633 0.315 0.160 0.322
H -0.516 -1.470 -1.649 -0.127 0.008 0.165 0.258
H 0.923 -0.980 -0.679 -0.124 -0.639 -0.098 0.260
H 0.882 -0.715 -2.431 0.076 -0.228 0.033 0.384
```
Forces are in eV/Å.

Results
charge: -1
orbital gap: 5.77 eV
ΔE to the lowest compared entry with this formula, charge and spin: 55.5 kJ/mol

---

Number 1: DFT total energy -765.88378 hartree. Number 2: DFT total energy -743.70893 hartree. Number 3: DFT total energy -2076.74758 hartree. Number 4: DFT total energy -474.59464 hartree. Number 5: DFT total energy -375.67326 hartree. Number 6: DFT total energy -234.19009 hartree.